Record 1
{
  "formula": "C10H27BBeF4NO6",
  "method": "ωB97M-V/def2-TZVPD",
  "orbital_gap_ev": [5.12, 9.35],
  "s_squared": 0.75,
  "e_lumo_ev": [0.11, -0.08],
  "homo_ev": [-5.01, -9.43],
  "total_charge": 0,
  "spin_multiplicity": 2,
  "species": ["Be", "B", "F", "F", "F", "F", "C", "O", "C", "C", "N", "C", "C", "O", "C", "H", "H", "H", "H", "H", "H", "H", "H", "H", "H", "H", "H", "H", "H", "H", "C", "C", "O", "O", "H", "H", "H", "H", "H", "H", "C", "C", "O", "O", "H", "H", "H", "H", "H", "H"],
  "coordinates": [[0.102, 0.359, 0.018], [2.341, 1.487, 1.306], [3.460, 1.947, 1.832], [1.751, 0.567, 2.102], [1.334, 2.392, 1.027], [2.517, 0.802, 0.156], [2.086, -2.687, 0.438], [1.419, -1.909, -0.500], [1.800, -2.018, -1.822], [0.779, -1.509, -2.770], [0.383, -0.192, -2.513], [1.385, 0.898, -2.927], [0.859, 2.316, -2.926], [0.387, 2.423, -1.619], [-0.131, 3.721, -1.257], [2.226, -3.621, -0.105], [1.513, -3.147, 1.244], [2.966, -2.157, 0.802], [1.933, -3.083, -2.014], [2.759, -1.504, -1.886], [-0.037, -2.223, -2.874], [1.316, -1.399, -3.713], [-0.440, 0.101, -3.019], [1.769, 0.714, -3.930], [2.320, 0.679, -2.411], [0.030, 2.590, -3.578], [1.671, 2.994, -3.186], [-0.307, 3.599, -0.188], [-0.927, 4.279, -1.750], [0.778, 4.321, -1.303], [-3.324, 1.348, -0.082], [-3.018, 0.803, 1.403], [-1.706, 1.255, 2.006], [-2.145, 1.223, -0.765], [-3.507, 2.409, 0.087], [-4.224, 0.845, -0.436], [-3.266, -0.257, 1.341], [-3.659, 1.403, 2.048], [-1.814, 2.207, 2.065], [-2.390, 1.378, -1.680], [-0.342, -1.802, 2.858], [-1.539, -2.509, 3.630], [-1.263, -3.859, 3.783], [-0.525, -1.560, 1.423], [0.588, -2.318, 3.096], [-0.216, -0.819, 3.313], [-2.526, -2.216, 3.272], [-1.622, -2.174, 4.664], [-0.472, -3.868, 4.327], [-1.073, -2.232, 1.013]]
}

---

Record 2
{
  "formula": "C5H7NO",
  "method": "ωB97M-V/def2-TZVPD",
  "orbital_gap_ev": 10.31,
  "smiles": "[H]/N=C/C=C\\C(C)=O",
  "e_lumo_ev": 0.72,
  "homo_ev": -9.59,
  "total_charge": 0,
  "e_above_lowest_ev": 1.7799,
  "species": ["C", "C", "C", "C", "C", "N", "O", "H", "H", "H", "H", "H", "H", "H"],
  "coordinates": [[0.030, 0.632, 1.825], [-0.775, -0.199, 0.859], [0.064, -1.266, 0.191], [0.108, 0.170, -1.790], [0.535, -1.063, -1.027], [0.154, 1.326, -1.295], [-1.983, -0.207, 0.807], [-0.010, 2.085, -1.956], [0.181, -2.190, 0.738], [0.021, -0.025, -2.870], [0.971, -1.846, -1.633], [0.946, 0.124, 2.130], [0.324, 1.553, 1.311], [-0.568, 0.906, 2.710]]
}

---

Record 3
{
  "formula": "C2H2N2O2S",
  "method": "ωB97M-V/def2-TZVPD",
  "orbital_gap_ev": [6.69, 7.60],
  "s_squared": 2.02,
  "e_lumo_ev": [-1.50, -1.67],
  "homo_ev": [-8.20, -9.26],
  "total_charge": 0,
  "spin_multiplicity": 3,
  "e_above_lowest_ev": 2.1158,
  "species": ["C", "C", "N", "N", "O", "O", "S", "H", "H"],
  "coordinates": [[1.748, 1.625, 0.918], [-0.646, -0.830, -0.273], [-1.490, -1.803, -0.388], [-1.464, 0.312, -0.377], [-1.033, 1.439, -0.619], [0.584, -0.815, -0.142], [1.670, 0.854, -0.386], [1.700, 1.920, 1.886], [-1.069, -2.703, -0.618]]
}

---

The evaluated max |F| for the records listed, in turn: 0.08737; 0.04198; 0.10689 hartree/bohr.
The evaluated electronic energy for the records listed, in turn: -1342.4271; -324.6591; -735.3438 Eh.